(1)
Below is a 8-piece molecular cluster, C22H60O8 overall, with properties calculated with wB97M-V/def2-TZVPD.

Each line ends with the Löwdin charge.
Element x y z (Å)
C 0.10268 0.12291 -0.45679  -0.1369
O -1.26874 -0.04320 -0.89349  -0.1665
H 0.64375 0.86596 -1.06819  0.0624
H 0.70180 -0.75547 -0.68570  0.0680
H 0.18594 0.36494 0.64829  0.0950
H -1.45558 -1.03073 -0.77923  0.0530
C 1.32218 2.96124 1.57048  -0.0330
C 2.02360 1.97832 2.44165  -0.6556
C 2.11623 2.48336 3.88860  -0.0427
O 1.55661 0.84013 2.61163  0.0035
H 0.46385 3.31360 2.15222  0.0834
H 0.87266 2.65616 0.63259  0.0546
H 2.00505 3.75610 1.29792  0.0923
H 3.08938 1.87913 2.21672  0.1257
H 2.79812 1.85749 4.48878  0.0899
H 1.11478 2.50691 4.30452  0.0818
H 2.44363 3.50887 3.89319  0.0700
H 2.19262 0.17665 2.82820  0.1049
C -5.79160 -2.10349 1.61224  -0.0218
C -4.41260 -2.72079 1.57861  -0.6358
C -3.35553 -1.63200 1.42021  -0.0267
O -4.16416 -3.49446 2.53128  0.0451
H -5.73357 -1.26939 2.25850  0.0682
H -6.54379 -2.76728 1.98395  0.0759
H -6.10897 -1.73771 0.63934  0.0868
H -4.38357 -3.37837 0.71930  0.1166
H -3.58940 -0.88418 2.08523  0.0558
H -3.36312 -1.05229 0.48427  0.0848
H -2.31212 -1.88051 1.65158  0.0632
H -4.53850 -4.36652 2.44747  0.1238
C 0.98879 0.91566 -3.90391  -0.0038
C 1.87332 -0.22427 -4.40038  -0.6534
C 2.21974 -1.06827 -3.22397  -0.0327
O 1.39483 -0.94215 -5.26286  0.0519
H 0.03196 0.63984 -3.58786  0.0598
H 0.82920 1.65853 -4.69878  0.0945
H 1.47877 1.46197 -3.14363  0.0542
H 2.77345 0.14659 -4.96507  0.1566
H 2.65250 -0.40397 -2.53997  0.0442
H 2.88658 -1.87353 -3.50518  0.0972
H 1.40775 -1.44933 -2.67872  0.0316
H 2.03415 -1.57469 -5.49660  0.1014
C 0.73769 -2.25511 1.75782  -0.0247
C 0.76326 -2.41763 3.29123  -0.6207
C -0.41079 -1.64770 3.88990  -0.0408
O 0.66419 -3.54851 3.80441  0.0323
H 1.53150 -1.64942 1.42639  0.0468
H -0.23715 -1.97126 1.38369  0.0456
H 0.97899 -3.17307 1.20828  0.0917
H 1.66078 -1.94773 3.62497  0.1238
H -0.38015 -0.58054 3.56836  0.0828
H -0.38697 -1.71770 4.99559  0.0959
H -1.36847 -1.92804 3.53500  0.0395
H 0.06818 -4.08779 3.25206  0.1381
C -3.30867 -2.38472 -2.10332  -0.0275
C -1.96482 -3.01418 -1.93683  -0.6582
C -0.93978 -2.50030 -2.86993  -0.0181
O -1.57189 -2.82500 -0.77535  -0.0043
H -3.33562 -1.29747 -2.16762  0.1007
H -4.08117 -2.73174 -1.43164  0.0734
H -3.67032 -2.73622 -3.02110  0.0677
H -2.09693 -4.08032 -2.11360  0.1494
H -0.78934 -1.45030 -2.75580  0.0565
H -1.29595 -2.65581 -3.90313  0.1165
H -0.05085 -2.99352 -2.60120  0.0767
H -2.27338 -3.16623 -0.19602  0.1160
C 6.00401 1.22064 -0.54635  -0.0343
C 4.83139 1.69111 -1.33886  -0.6846
C 3.54511 1.71770 -0.50675  -0.0347
O 4.94272 2.81999 -1.80800  0.0521
H 5.79635 0.34177 0.01929  0.0674
H 6.37839 1.97443 0.10230  0.0715
H 6.81703 1.01497 -1.32837  0.1089
H 4.62439 0.96790 -2.15229  0.1402
H 2.73268 2.07623 -1.06087  0.0514
H 3.61044 2.43157 0.28855  0.0636
H 3.25950 0.71445 -0.18497  0.0895
H 5.11029 2.74801 -2.75562  0.1388
C -2.31683 2.56723 0.92648  -0.0164
C -1.94264 3.30627 -0.39848  -0.5933
C -1.67488 4.87419 -0.28968  -0.0205
O -1.03433 2.79441 -1.05687  -0.0035
H -1.66100 2.60472 1.75771  0.0469
H -2.54569 1.50243 0.67217  0.0779
H -3.18461 3.02398 1.33255  0.0599
H -2.82064 3.17755 -1.11285  0.1457
H -0.59478 5.08789 -0.02099  0.0898
H -2.26826 5.29410 0.49847  0.0491
H -1.99958 5.50576 -1.09766  0.0555
H -1.03404 1.86129 -0.89751  0.0330

As for the frontier orbital gap: 9.12 eV. The HOMO energy comes out at -8.839 eV. The value obtained for the total energy is -1475.73852 a.u. As for the LUMO energy: 0.28 eV. Its energy above the lowest of the compared OMol25 structures with the same formula, charge and spin is 225.4 kcal/mol.



(2)
Below is one molecule with the formula C2H7N2P, with properties calculated with wB97M-V/def2-TZVPD.

Each line ends with the natural charge from an NBO analysis.
Element x y z (Å)
C -0.34154 0.51600 -0.91017  -0.2963
C 0.12606 -0.86641 -0.61249  -0.6725
N 0.19535 1.49685 -0.04719  -0.4325
N 0.14693 0.27216 1.78147  -0.9358
P -0.19658 -1.16998 1.24266  0.8456
H -0.12218 0.77454 -1.97009  0.2424
H -1.39077 0.44133 -0.75043  0.2021
H -0.32288 -1.36799 -1.33596  0.2205
H 1.22559 -1.04538 -0.75506  0.2111
H 1.21235 1.41476 0.09108  0.3164
H 1.14357 0.50190 1.93660  0.3669
H -1.67588 -0.96779 1.32957  -0.0680

As for the frontier orbital gap (spin up / spin down): 8.34 / 8.53 eV. The HOMO energy (spin up / spin down) comes out at -9.029 / -8.696 eV. The value obtained for the total energy is -531.11637 a.u. As for the LUMO energy (spin up / spin down): -0.68 / -0.17 eV. Its energy above the lowest of the compared OMol25 structures with the same formula, charge and spin is 85.0 kcal/mol.



(3)
Below is C48H40GeN11O6PRuS as an isolated structure, with properties calculated with wB97M-V/def2-TZVPD.

Each line ends with the Mulliken spin population.
Element x y z (Å)
Ru -1.01014 -1.80112 2.21489  1.0569
S -5.35457 -6.76407 -1.21536  0.0212
N -4.39124 -5.68790 -1.95326  0.0159
C -3.62574 -5.15540 -0.99168  -0.0142
C -2.94105 -3.89173 -1.11537  0.0497
C -2.65760 -3.17481 -2.26024  0.0632
C -1.95711 -1.95661 -2.11770  0.1818
C -1.49865 -1.54698 -0.83296  -0.0710
N -1.72419 -2.29486 0.27064  0.1055
C -2.47884 -3.45196 0.14698  0.1149
C -2.57267 -4.19485 1.39208  0.1402
N -2.04392 -3.57419 2.51103  0.0947
C -2.09306 -4.23030 3.69435  -0.0520
C -2.67754 -5.51381 3.83920  0.1423
C -3.21154 -6.20840 2.76497  0.0791
C -3.19011 -5.48568 1.50207  0.0379
C -3.88751 -5.79456 0.32623  0.0084
N -4.82042 -6.69105 0.31844  -0.0039
H -2.97305 -3.66785 -3.18540  0.0050
H -1.85572 -1.30413 -2.99040  0.0028
H -0.82533 -0.68879 -0.75784  0.0131
H -1.66399 -3.69548 4.53263  0.0045
H -2.70984 -5.90044 4.85886  0.0154
H -3.67552 -7.20622 2.85177  0.0022
O -6.80732 1.91420 3.59416  0.0111
C -6.08047 2.22436 2.63673  -0.0063
O -5.99121 3.16167 1.86954  0.0062
C -5.02417 1.16922 2.55244  0.0312
C -5.22445 -0.21338 2.71578  0.0939
C -4.15971 -1.08476 2.55994  -0.0005
N -2.89281 -0.72902 2.28514  0.0996
C -2.73056 0.61764 2.03878  0.0798
C -3.69148 1.56223 2.18741  0.1400
C -1.37166 0.97014 1.47625  0.4341
O -1.26301 2.20106 0.95783  -0.0318
O -0.45555 0.13871 1.23585  0.1101
H -6.23745 -0.58830 2.77255  0.0107
H -4.35995 -2.16042 2.80140  0.0090
H -3.44122 2.60038 2.03097  0.0302
O 1.44176 -0.47283 -1.07586  0.8543
C 1.29056 0.67972 -1.67233  0.0192
O 0.33252 1.46064 -1.53072  -0.0182
C 2.32206 0.94303 -2.74754  0.0254
C 3.01420 2.34836 -2.56910  0.1105
Ge 1.96854 4.04689 -2.89305  0.7580
C 0.66738 3.87693 -4.38170  0.0301
C 0.52121 4.74673 -5.46800  0.0166
C -0.61075 4.69079 -6.24568  -0.0083
C -1.61776 3.79156 -6.01809  0.0290
C -1.44089 2.77595 -5.10654  -0.0095
C -0.30463 2.82827 -4.24554  0.0285
C 3.46786 4.50209 -4.19670  0.0860
C 3.39690 3.84387 -5.43600  -0.0156
C 4.33054 4.16804 -6.45708  0.0035
C 5.30898 5.14621 -6.31094  -0.0002
C 5.38119 5.79967 -5.12053  0.0004
C 4.49177 5.48354 -4.02339  0.0189
C -0.22803 3.20713 1.09588  0.0170
C -0.65231 4.40568 0.46523  0.0347
C -0.12570 5.63446 0.94936  -0.0097
C 0.80128 5.68806 2.00027  0.0036
C 1.12777 4.47529 2.58347  0.0035
C 0.65686 3.27215 2.18708  0.0077
H 1.80450 0.95097 -3.75504  0.0082
H 3.09804 0.18828 -2.89311  0.0149
H 3.98969 2.40843 -3.11290  0.0139
H 3.28441 2.47677 -1.52509  -0.0277
H 1.25462 5.58817 -5.57388  0.0014
H -0.70401 5.39331 -7.09595  0.0011
H -2.66595 3.96676 -6.35852  0.0009
H -2.16762 1.93490 -5.06837  0.0003
H -0.20574 2.16402 -3.38054  0.0025
H 2.70423 3.03759 -5.61842  0.0015
H 4.18567 3.61947 -7.42667  0.0002
H 6.05698 5.36884 -7.02192  0.0002
H 6.12557 6.57845 -4.93691  -0.0004
H 4.65673 6.06472 -3.06945  -0.0031
H -1.49793 4.34942 -0.23986  -0.0002
H -0.51618 6.55628 0.60666  -0.0045
H 1.08736 6.63247 2.49275  0.0015
H 1.65587 4.57958 3.54571  -0.0002
H 1.03851 2.33756 2.63369  0.0083
C 2.97086 -5.12253 1.93376  -0.0026
N 2.74882 -4.63564 3.29815  0.0185
C 3.71795 -3.50356 3.59699  0.0002
N 3.69902 -2.50225 2.55780  0.0001
C 3.99278 -3.09363 1.22534  -0.0009
N 2.96913 -4.11324 0.85994  0.0154
C 1.60128 -3.60578 0.70773  0.0251
P 0.88237 -2.79593 2.20283  -0.1372
C 1.40662 -4.15966 3.51056  0.0455
C 2.47250 -1.77524 2.58766  0.0083
H 2.21927 -5.91556 1.77871  -0.0013
H 3.91690 -5.71418 1.93427  0.0015
H 4.65720 -4.05053 3.67460  0.0004
H 3.41324 -3.09332 4.52055  -0.0001
H 4.89019 -3.66763 1.39360  0.0001
H 4.16006 -2.40694 0.41418  0.0002
H 0.93439 -4.46114 0.43794  0.0007
H 1.56970 -2.72719 -0.04092  -0.0004
H 0.57261 -4.87558 3.33654  -0.0125
H 1.27955 -3.70896 4.52679  0.0013
H 2.42116 -1.21205 3.51191  0.0011
H 2.49600 -1.07609 1.76072  -0.0061
N -0.47846 -0.96827 4.09488  -0.0230
C -0.63943 -0.13003 4.96785  -0.0017
N -0.54360 0.69989 5.98462  0.0265
C -0.30499 1.99949 5.84385  -0.0073
N -0.18084 3.17479 5.87575  0.0138

As for the frontier orbital gap (spin up / spin down): 3.92 / 2.76 eV. Its spin multiplicity is 6. The HOMO energy (spin up / spin down) comes out at -2.826 / -4.769 eV. The net charge is -1. The value obtained for the total energy is -5817.99580 a.u. As for the LUMO energy (spin up / spin down): 1.09 / -2.01 eV. Its energy above the lowest of the compared OMol25 structures with the same formula, charge and spin is 66.5 kcal/mol. The expectation value of S² is 8.798.



(4)
Below is one molecule with the formula C25H34N4O5, with properties calculated with wB97M-V/def2-TZVPD.

Each line ends with the natural charge from an NBO analysis.
Element x y z (Å)
C -4.50342 -2.46039 -2.00615  -0.2523
H -5.08884 -3.21607 -1.46745  0.1607
O -4.66487 -1.18676 -1.43346  -0.5447
C -4.25827 -1.13072 -0.08596  -0.0427
C -4.23266 0.33126 0.34837  -0.4549
H -3.66939 0.88813 -0.40088  0.2557
H -5.24988 0.72332 0.35849  0.2021
C -3.55939 0.52439 1.71106  -0.2253
N -2.94546 1.83138 1.83306  -0.5878
C -1.62951 2.02157 1.64417  0.7121
O -0.84586 1.09869 1.47384  -0.6984
C -1.14671 3.46024 1.68729  -0.5010
C -0.93274 3.99370 0.25946  -0.2129
N -0.15333 3.05052 -0.52424  -0.4685
C -0.87018 2.03566 -1.12331  0.8352
O -2.08676 2.06338 -1.14216  -0.6602
N -0.15862 1.01476 -1.69619  -0.4243
C 1.21967 1.03424 -1.78679  0.2069
C 1.93308 0.01376 -2.42072  -0.2631
C 3.30208 0.11194 -2.56157  -0.1620
C 3.99886 1.20883 -2.06664  -0.2334
C 3.31178 2.19816 -1.40034  -0.1576
C 1.92575 2.12187 -1.25631  -0.1516
C 1.22814 3.16807 -0.51324  0.6778
O 1.77052 4.08336 0.06915  -0.5978
H 3.81449 3.05563 -0.97903  0.2422
H 5.06864 1.27285 -2.18882  0.2205
H 3.83613 -0.67751 -3.06946  0.2221
H 1.42629 -0.85646 -2.80232  0.2389
C -0.91754 -0.09303 -2.24089  -0.3273
H -0.67001 -0.24994 -3.29405  0.2279
H -1.97728 0.17398 -2.17389  0.2782
C -0.71199 -1.41275 -1.48467  0.6723
O -0.65666 -2.47332 -2.07967  -0.6460
N -0.64508 -1.29140 -0.15567  -0.6431
H -0.70088 -0.38731 0.30373  0.4422
C -0.47302 -2.43217 0.71606  -0.2171
H -1.45502 -2.78635 1.06065  0.1859
H -0.01433 -3.23279 0.13072  0.2242
C 0.38050 -2.05482 1.92627  -0.4259
C 1.80025 -1.72012 1.56008  0.0124
C 2.26826 -0.48322 1.65169  -0.1920
C 3.68481 -0.09255 1.36561  -0.4293
C 4.43791 -1.18780 0.61740  -0.3966
C 4.14203 -2.54290 1.24833  -0.3865
C 2.65860 -2.86373 1.09249  -0.4451
H 2.44130 -3.06472 0.03829  0.2105
H 2.40819 -3.76758 1.65399  0.2067
H 4.74430 -3.32283 0.77777  0.2038
H 4.39807 -2.51142 2.30957  0.1946
H 4.11334 -1.20160 -0.42480  0.1978
H 5.51024 -0.98236 0.63475  0.2040
H 4.18277 0.11207 2.32040  0.2046
H 3.70161 0.83787 0.79298  0.2152
H 1.61904 0.31497 1.98513  0.2124
H 0.37252 -2.89523 2.62531  0.2092
H -0.07734 -1.19372 2.41625  0.2197
H -0.37572 4.93143 0.29461  0.2447
H -1.89014 4.13526 -0.24584  0.2327
H -1.85043 4.10386 2.21361  0.2185
H -0.18528 3.47211 2.20444  0.2463
H -3.56205 2.62818 1.81961  0.3966
H -4.27501 0.39750 2.52801  0.1990
H -2.75417 -0.20330 1.83556  0.2202
H -4.94554 -1.71997 0.54426  0.1570
H -3.25283 -1.56623 0.01247  0.1620
H -3.44963 -2.76524 -2.01038  0.1813
H -4.86335 -2.38667 -3.03001  0.1929

As for the frontier orbital gap: 8.95 eV. The HOMO energy comes out at -8.640 eV. The value obtained for the total energy is -1568.38127 a.u. As for the LUMO energy: 0.31 eV. Its energy above the lowest of the compared OMol25 structures with the same formula, charge and spin is 1.4 kcal/mol.